DFT (the ωB97M-V functional and the def2-TZVPD basis) results for C20H19ClN6O2S in the gas phase in a non-equilibrium geometry.

Output
* energy: -2110.7623 Ha
* charge: 0
* HOMO-LUMO gap: 7.04 eV
* max |F|: 0.141 hartree/bohr
* E_HOMO: -8.2 eV
* structure (SMILES): O=[N+]([O-])c1cc2c(N3CCN(/C(S)=N/Cc4ccccc4)CC3)ncnc2cc1Cl

```
49
Properties=species:S:1:pos:R:3:nbo_charge:R:1
O -2.409 1.445 1.323 -0.357
O -3.015 2.782 -0.258 -0.352
Cl -1.997 5.493 0.611 0.035
N 3.886 2.232 0.514 -0.442
N 2.959 4.346 0.579 -0.438
N -0.015 -2.530 -1.238 -0.591
S -0.379 -2.543 1.420 0.076
C 0.516 -2.493 0.048 0.227
C 4.018 3.544 0.570 0.269
C -4.701 -0.956 -0.501 -0.211
C -3.776 -0.483 -1.410 -0.193
C -4.554 -2.221 0.088 -0.221
C -2.707 -1.301 -1.778 -0.211
C -3.451 -2.997 -0.215 -0.205
C -0.668 4.292 0.521 0.021
C -0.912 2.881 0.484 0.011
C -2.492 -2.541 -1.133 -0.052
C 0.641 4.707 0.544 -0.217
C 2.659 1.714 0.407 0.465
C 0.219 1.989 0.421 -0.116
C 1.736 3.834 0.552 0.183
C 1.537 2.480 0.424 -0.140
N 1.906 -2.390 0.150 -0.423
N 2.599 0.311 0.343 -0.519
N -2.191 2.327 0.509 0.503
C -1.251 -3.315 -1.505 -0.265
C 2.617 -1.767 -0.995 -0.220
C 2.578 -1.965 1.415 -0.222
C 2.324 -0.245 -0.991 -0.217
C 2.340 -0.441 1.589 -0.214
H -1.567 -2.555 0.789 0.179
H 5.003 3.994 0.644 0.194
H -5.558 -0.357 -0.254 0.215
H -3.895 0.474 -1.892 0.220
H -5.286 -2.551 0.822 0.214
H -2.020 -0.947 -2.539 0.220
H -3.393 -3.967 0.276 0.209
H 0.858 5.782 0.641 0.253
H -0.020 0.898 0.403 0.256
H -1.215 -4.266 -0.971 0.188
H -1.319 -3.537 -2.570 0.213
H 3.691 -1.955 -0.846 0.202
H 2.309 -2.265 -1.916 0.254
H 2.208 -2.478 2.311 0.219
H 3.574 -2.269 1.302 0.212
H 2.998 0.201 -1.725 0.209
H 1.287 -0.016 -1.259 0.189
H 2.987 -0.102 2.379 0.210
H 1.338 -0.271 1.915 0.180
```

***

DFT (the ωB97M-V functional and the def2-TZVPD basis) results for a molecular structure, C20H19CuN2OS6 in a non-equilibrium geometry.

Output
* energy: -4987.9078 Ha
* charge: 0
* HOMO-LUMO gap: 5.86 eV
* max |F|: 0.023 hartree/bohr
* E_HOMO: -6.4 eV

```
49
Properties=species:S:1:pos:R:3:nbo_charge:R:1
Cu 0.349 0.709 0.514 0.836
C -1.842 -2.836 -0.854 -0.249
C -1.613 -1.556 -0.351 0.078
N -0.520 -0.868 -0.607 -0.527
C 0.459 -1.440 -1.335 0.222
C 0.319 -2.728 -1.897 -0.106
C -0.884 -3.413 -1.658 -0.127
C 1.402 -3.283 -2.634 -0.179
C 2.580 -2.621 -2.748 -0.178
C 2.771 -1.342 -2.149 -0.107
C 3.999 -0.659 -2.164 -0.128
C 4.099 0.555 -1.522 -0.247
C 2.968 1.096 -0.912 0.073
N 1.797 0.484 -0.894 -0.526
C 1.692 -0.730 -1.476 0.222
H -2.760 -3.353 -0.620 0.229
H -2.345 -1.062 0.276 0.203
H -1.037 -4.388 -2.097 0.219
H 1.276 -4.261 -3.077 0.219
H 3.407 -3.067 -3.283 0.219
H 4.851 -1.103 -2.659 0.219
H 5.034 1.095 -1.497 0.229
H 3.008 2.059 -0.423 0.211
O -0.862 2.301 0.531 -1.021
S -2.274 2.368 0.051 1.242
C -2.444 4.038 -0.721 -0.581
C -3.298 3.807 -1.951 -0.415
C -2.669 2.622 -2.682 -0.413
C -2.315 1.574 -1.632 -0.603
H -1.434 4.360 -0.965 0.237
H -2.894 4.728 -0.012 0.242
H -3.332 4.690 -2.589 0.230
H -4.319 3.561 -1.649 0.208
H -1.770 2.950 -3.206 0.212
H -3.353 2.211 -3.425 0.223
H -1.332 1.127 -1.779 0.258
H -3.059 0.785 -1.575 0.226
C 1.623 -2.861 4.748 -0.729
S -0.148 -2.437 4.698 0.243
C -0.095 -0.680 4.670 -0.489
C 0.368 0.069 3.641 -0.348
S 1.142 -0.533 2.236 -0.434
S 0.214 1.819 3.859 0.451
C -0.617 1.782 5.394 -0.567
S -1.149 3.129 6.152 -0.104
S -0.823 0.175 6.022 0.455
H 1.658 -3.942 4.674 0.219
H 2.061 -2.523 5.682 0.214
H 2.115 -2.405 3.897 0.238
```

***

DFT (the ωB97M-V functional and the def2-TZVPD basis) results for a molecular structure, C20H19FeGeOS3Sb.

Output
* multiplicity: 5
* energy above the lowest of the compared OMol25 structures with the same formula, charge and spin: 0.00 kcal per mole
* energy: -5623.6765 Ha
* charge: +2
* HOMO-LUMO gap (alpha / beta): 6.95 / 6.89 eV
* max |F|: 0.014 hartree/bohr
* E_HOMO (alpha / beta): -14.4 / -14.4 eV

```
46
Properties=species:S:1:pos:R:3:nbo_charge:R:1
Fe -0.499 -0.633 -0.644 1.301
S -0.130 0.709 -2.704 -0.750
Sb 0.541 2.170 -1.085 1.187
S 2.413 0.285 0.056 0.126
S -0.792 1.223 0.788 -0.781
Ge -3.011 0.111 0.875 1.373
C -3.259 -0.381 -0.971 -0.549
C -3.660 0.530 -1.952 -0.131
C -3.827 0.107 -3.258 -0.189
C -3.582 -1.222 -3.598 -0.155
C -3.184 -2.132 -2.633 -0.192
C -3.033 -1.717 -1.313 -0.274
C -4.144 1.098 2.037 -0.520
C -4.108 0.793 3.398 -0.183
C -4.953 1.470 4.263 -0.192
C -5.815 2.441 3.771 -0.146
C -5.847 2.745 2.416 -0.211
C -5.010 2.074 1.541 -0.127
H -2.302 -1.053 1.597 -0.150
H -3.826 1.572 -1.706 0.219
H -4.145 0.809 -4.017 0.244
H -3.717 -1.547 -4.621 0.245
H -3.016 -3.168 -2.895 0.241
H -2.762 -2.444 -0.553 0.230
H -3.436 0.034 3.780 0.226
H -4.940 1.239 5.319 0.240
H -6.473 2.964 4.452 0.240
H -6.526 3.499 2.044 0.238
H -5.043 2.307 0.484 0.206
C 1.171 -4.610 -0.281 -0.720
C 1.200 -3.155 -0.571 0.656
O 0.113 -2.534 -0.641 -0.740
C 2.469 -2.440 -0.737 -0.204
C 3.664 -2.948 -0.346 -0.016
C 4.874 -2.160 -0.388 -0.209
C 4.872 -0.888 -0.821 -0.106
C 3.634 -0.275 -1.300 -0.252
C 2.412 -1.073 -1.254 -0.291
H 0.145 -4.963 -0.240 0.266
H 1.651 -4.802 0.682 0.271
H 1.730 -5.160 -1.038 0.271
H 3.727 -3.960 0.033 0.246
H 5.797 -2.620 -0.065 0.260
H 5.785 -0.310 -0.862 0.259
H 3.705 0.497 -2.056 0.277
H 1.674 -0.858 -2.024 0.269
```

***

DFT (the ωB97M-V functional and the def2-TZVPD basis) results for a molecular structure, C20H19IrN3S.

Output
* multiplicity: 6
* energy above the lowest of the compared OMol25 structures with the same formula, charge and spin: 6.41 kcal per mole
* energy: -1439.6340 Ha
* charge: +2
* HOMO-LUMO gap (alpha / beta): 8.15 / 5.63 eV
* max |F|: 0.015 hartree/bohr
* E_HOMO (alpha / beta): -13.7 / -14.7 eV

```
44
Properties=species:S:1:pos:R:3:nbo_charge:R:1
Ir -0.025 0.012 0.662 0.995
N 2.229 -0.111 -0.946 -0.677
C 2.848 0.899 -0.278 0.244
C 4.036 0.639 0.441 -0.251
C 4.727 1.679 0.984 -0.131
C 4.245 3.006 0.846 -0.113
C 3.064 3.263 0.192 -0.155
C 2.291 2.223 -0.339 0.001
C 0.977 2.480 -0.917 -0.041
C 0.818 3.641 -1.687 -0.187
C -0.414 3.976 -2.210 -0.176
C -1.517 3.179 -1.924 -0.149
C -1.377 2.047 -1.137 -0.217
C -0.140 1.648 -0.624 -0.351
H 2.736 -0.984 -0.999 0.416
H 1.718 0.124 -1.789 0.436
H 4.420 -0.372 0.496 0.239
H 5.659 1.500 1.502 0.253
H 4.806 3.820 1.284 0.250
H 2.682 4.273 0.144 0.241
H 1.679 4.258 -1.907 0.231
H -0.521 4.856 -2.829 0.246
H -2.491 3.449 -2.309 0.242
H -2.266 1.470 -0.919 0.217
S -2.428 -0.746 0.621 0.269
C -1.687 -2.229 0.140 -0.035
C -2.357 -3.410 -0.147 -0.175
C -1.598 -4.533 -0.455 -0.120
C -0.216 -4.437 -0.465 -0.197
C 0.382 -3.212 -0.183 0.075
N -0.334 -2.132 0.100 -0.514
H -3.437 -3.440 -0.116 0.264
H -2.083 -5.474 -0.678 0.260
H 0.403 -5.294 -0.688 0.259
H 1.458 -3.106 -0.181 0.211
C -0.544 1.519 5.874 -0.590
C 0.215 0.287 5.363 -0.531
C 0.191 0.201 3.912 0.536
N 0.185 0.153 2.766 -0.531
H -0.385 1.604 6.947 0.249
H -1.612 1.424 5.690 0.230
H -0.182 2.430 5.401 0.225
H -0.220 -0.638 5.747 0.279
H 1.264 0.304 5.667 0.275
```

***

DFT (the ωB97M-V functional and the def2-TZVPD basis) results for a molecular structure, C20H19MgOP in a non-equilibrium geometry.

Output
* energy above the lowest of the compared OMol25 structures with the same formula, charge and spin: 44.81 kcal per mole
* energy: -1389.9787 Ha
* charge: 0
* HOMO-LUMO gap (alpha / beta): 5.03 / 5.03 eV
* max |F|: 0.097 hartree/bohr
* E_HOMO (alpha / beta): -5.8 / -5.8 eV

```
42
Properties=species:S:1:pos:R:3:nbo_charge:R:1
Mg -0.142 0.892 0.666 1.620
C 1.774 -0.457 -0.367 -1.332
H 1.053 -1.167 -0.800 0.181
H 1.992 0.259 -1.176 0.174
H 2.689 -1.038 -0.152 0.196
H 2.346 -0.278 1.482 0.126
H 1.839 0.182 1.947 -0.146
O -1.132 -1.186 2.303 -0.623
C -1.254 -0.994 1.113 0.035
C -2.036 -1.621 0.089 -0.073
C -2.112 -3.020 0.070 -0.204
C -2.898 -3.657 -0.881 -0.199
C -3.659 -2.904 -1.786 -0.207
C -3.593 -1.511 -1.773 -0.215
C -2.773 -0.834 -0.858 -0.341
P -2.677 0.990 -1.124 0.813
C -4.389 1.487 -0.738 -0.244
C -4.904 2.572 -1.478 -0.236
C -6.239 2.937 -1.325 -0.208
C -7.051 2.264 -0.401 -0.204
C -6.519 1.233 0.378 -0.206
C -5.188 0.840 0.216 -0.246
C -1.900 2.012 0.209 -0.454
C -2.208 1.838 1.580 -0.232
C -1.615 2.685 2.519 -0.212
C -0.559 3.515 2.157 -0.210
C -0.077 3.532 0.847 -0.237
C -0.752 2.806 -0.153 -0.351
H -1.532 -3.602 0.789 0.226
H -2.938 -4.746 -0.922 0.216
H -4.309 -3.391 -2.511 0.218
H -4.203 -0.919 -2.460 0.218
H -4.263 3.093 -2.193 0.222
H -6.654 3.745 -1.930 0.219
H -8.105 2.527 -0.302 0.219
H -7.137 0.715 1.114 0.220
H -4.786 0.011 0.801 0.227
H -3.024 1.164 1.876 0.261
H -2.038 2.751 3.524 0.242
H -0.160 4.215 2.896 0.239
H 0.771 4.155 0.575 0.245
H -0.387 2.786 -1.185 0.261
```

***

DFT (the ωB97M-V functional and the def2-TZVPD basis) results for a molecular structure, C20H19N3O in a non-equilibrium geometry.

Output
* energy above the lowest of the compared OMol25 structures with the same formula, charge and spin: 394.18 kcal per mole
* energy: -1012.4591 Ha
* charge: 0
* HOMO-LUMO gap: 7.61 eV
* max |F|: 0.369 hartree/bohr
* E_HOMO: -8.0 eV

```
43
Properties=species:S:1:pos:R:3:nbo_charge:R:1
C -5.678 -0.799 1.012 -0.654
C -4.345 0.036 0.781 -0.002
C -4.392 1.483 1.086 -0.147
C -3.379 2.169 0.973 -0.246
C -2.232 1.493 0.360 -0.261
C -2.255 0.241 0.209 0.221
C -3.389 -0.640 0.494 -0.064
C -3.210 -1.957 -0.079 -0.598
H -2.226 -2.298 0.130 0.209
H -3.828 -2.597 0.661 0.213
H -3.481 -1.978 -0.983 0.220
N -1.079 -0.060 -0.468 -0.723
C -0.814 -0.938 -1.683 0.698
O -1.723 -0.993 -2.262 -0.526
C 0.614 -1.042 -2.115 -0.327
N 1.546 -0.712 -0.890 -0.386
C 2.261 -1.695 -0.084 0.201
C 3.059 -0.872 0.744 -0.244
C 4.009 -1.233 1.612 0.255
N 4.540 -1.719 2.628 -0.316
C 2.967 0.553 0.174 -0.107
C 3.512 1.822 0.855 -0.102
C 3.281 3.024 0.138 -0.262
C 2.285 2.997 -0.777 -0.161
C 1.723 1.970 -1.642 -0.195
C 2.154 0.625 -0.795 0.150
H 1.006 1.653 -2.196 0.202
H 2.139 4.056 -1.438 0.205
H 3.670 3.796 0.512 0.207
H 4.388 1.658 1.571 0.234
C 1.951 -2.877 -0.155 -0.674
H 2.204 -3.491 -1.166 0.250
H 2.530 -3.407 0.727 0.275
H 0.855 -3.301 0.029 0.264
H 0.666 -2.152 -2.236 0.248
H 0.841 -0.256 -2.871 0.256
H -0.121 0.257 -0.119 0.406
H -1.381 2.311 0.661 0.226
H -3.503 3.287 1.291 0.222
H -5.595 1.942 1.566 0.184
H -6.510 -0.256 1.323 0.215
H -5.746 -1.456 1.967 0.221
H -6.029 -1.383 0.035 0.215
```